# 1
29
Properties=species:S:1:pos:R:3:lowdin_charge:R:1 method="wB97M-V/def2-TZVPD" homo_energy_ev=-6.35 e_above_lowest_kcal_mol=263.9 homo_lumo_gap_ev=1.253 charge=-1
Hg -2.245 3.772 5.313 0.0544
Hg 1.573 2.795 -3.081 0.2318
Hg 6.512 1.119 1.022 0.0424
Hg 0.690 -4.951 3.190 0.1532
S -1.278 -6.112 -1.511 0.2691
O -1.610 -5.337 -0.298 -0.0335
O -2.075 -7.291 -1.684 -0.2079
O -1.309 -5.085 -2.535 -0.1024
O 0.118 -6.422 -1.161 -0.0751
S -1.876 -2.043 6.685 0.3056
O -2.828 -2.553 7.641 -0.1232
O -2.052 -2.816 5.459 -0.1472
O -2.099 -0.588 6.361 -0.0921
O -0.533 -2.002 7.307 -0.0965
S 0.760 0.699 1.097 0.2597
O 1.921 1.384 0.686 -0.1525
O 0.091 0.608 -0.262 -0.0531
O 0.749 -0.677 1.560 -0.2562
O -0.145 1.634 1.860 -0.1834
S 6.180 5.903 -3.117 0.1518
O 7.330 5.921 -3.964 -0.1240
O 6.029 7.174 -2.438 -0.0241
O 4.965 5.778 -3.767 -0.0519
O 6.274 4.848 -2.172 -0.0919
Cl -5.078 0.851 -4.438 0.5197
O -5.297 2.217 -4.325 -0.3042
O -3.954 0.516 -5.216 -0.2982
O -4.741 0.452 -3.125 -0.2869
O -6.073 0.207 -5.088 -0.2832

=====

# 2
29
Properties=species:S:1:pos:R:3:lowdin_charge:R:1 method="wB97M-V/def2-TZVPD" homo_energy_ev=-5.85 e_above_lowest_kcal_mol=0.0 homo_lumo_gap_ev=1.650 charge=-1
Hg 0.551 0.715 3.888 1.3737
Hg -1.133 -3.699 0.682 1.3064
Hg 4.470 -0.719 0.333 0.7615
Hg -0.019 2.593 0.308 1.3167
S -2.895 2.423 -1.337 0.2783
O -2.725 1.583 -2.512 -0.1977
O -2.531 3.801 -1.566 -0.2154
O -4.269 2.402 -0.774 -0.1411
O -2.151 1.786 -0.196 -0.3176
S 0.809 -5.782 -1.426 0.2473
O -0.118 -6.677 -2.132 -0.3307
O 1.552 -4.996 -2.395 -0.2734
O -0.030 -4.776 -0.635 -0.5671
O 1.664 -6.492 -0.487 -0.3382
S 0.790 -0.832 1.114 0.2637
O 0.134 -1.989 0.473 -0.4274
O -0.014 0.360 0.770 -0.4399
O 0.881 -0.935 2.599 -0.4846
O 2.135 -0.798 0.574 -0.5357
S -1.832 2.999 2.824 0.2568
O -1.510 3.846 1.638 -0.3879
O -1.759 3.798 4.035 -0.3432
O -3.090 2.292 2.722 -0.2883
O -0.697 1.991 2.906 -0.6060
Cl 2.374 1.438 -2.322 0.6610
O 2.036 1.131 -3.656 -0.2735
O 3.027 2.704 -2.145 -0.3413
O 1.115 1.412 -1.547 -0.4403
O 3.234 0.420 -1.735 -0.5162

=====

# 3
2
Properties=species:S:1:pos:R:3:lowdin_charge:R:1 method="wB97M-V/def2-TZVPD" homo_energy_ev="-0.26 / -4.92" spin_multiplicity=2 homo_lumo_gap_ev="3.016 / 8.348" charge=-1
K -24.221 -18.106 2.108 -0.2281
Cl -23.470 -16.795 4.700 -0.7719

=====

# 4
2
Properties=species:S:1:pos:R:3:lowdin_charge:R:1 method="wB97M-V/def2-TZVPD" homo_energy_ev=-15.43 e_above_lowest_kcal_mol=14.0 homo_lumo_gap_ev=6.952 charge=+1
Mg -25.058 24.091 -13.097 1.1718
Cl -25.893 22.679 -11.280 -0.1718

=====

# 5
3
Properties=species:S:1:pos:R:3:lowdin_charge:R:1 method="wB97M-V/def2-TZVPD" homo_energy_ev="-15.53 / -20.11" spin_multiplicity=2 e_above_lowest_kcal_mol=5.6 homo_lumo_gap_ev="3.832 / 8.341" charge=+2
Mg 0.235 2.198 -0.944 1.2453
Mg 0.032 -2.421 0.424 0.9335
Cl -0.267 0.223 0.520 -0.1788

=====

# 6
6
Properties=species:S:1:pos:R:3:lowdin_charge:R:1 method="wB97M-V/def2-TZVPD" homo_energy_ev=-19.26 homo_lumo_gap_ev=4.784 charge=+2
Zr -0.950 1.661 -1.064 2.0419
Cl 1.338 2.600 -0.655 0.2654
N -0.175 -1.041 0.538 -0.5076
O -0.793 -1.655 -0.338 0.1295
O -0.026 0.162 0.320 -0.1917
O 0.605 -1.727 1.199 0.2625